1.
ORCA calculation (ωB97M-V/def2-TZVPD) on the ion C2H3O3PS with charge -2 in a non-equilibrium geometry.

```
! RIJCOSX wB97M-V def2-TZVPD def2/J DEFGRID3
* xyz -2 1
C 0.16 -0.11 -0.56
C 0.93 0.18 0.46
S 2.24 1.52 0.18
P 3.94 -0.27 -0.03
O 4.72 -0.06 1.20
O 2.96 -1.45 -0.01
O 4.50 0.15 -1.37
H -0.71 -0.72 -0.52
H 0.32 0.47 -1.43
H 0.78 -0.38 1.44
*
```

## Properties
SMILES: C=CSP(=O)([O-])[O-]
Energy above the lowest of the compared OMol25 structures with the same formula, charge and spin: 0.605 eV
LUMO energy: 6.4 eV
E_HOMO: 0.2 eV
Kohn-Sham gap: 6.21 eV


2.
ORCA calculation (ωB97M-V/def2-TZVPD) on the molecule C5H12N2 in a non-equilibrium geometry.

```
! RIJCOSX wB97M-V def2-TZVPD def2/J DEFGRID3
* xyz 0 1
N -0.98 0.46 2.55
C 0.16 0.07 1.75
C -0.02 0.33 0.27
C -0.92 -0.53 -0.57
C -0.48 -0.18 -1.98
C 1.05 -0.12 -1.84
N 1.35 0.18 -0.41
H -1.15 -0.11 3.36
H -1.82 0.45 2.00
H 0.43 -1.01 1.82
H 1.03 0.62 2.12
H -0.26 1.40 0.17
H -1.98 -0.39 -0.32
H -0.82 -1.62 -0.45
H -0.93 -0.91 -2.65
H -0.78 0.83 -2.28
H 1.44 0.70 -2.43
H 1.56 -1.06 -2.07
H 1.69 -0.55 0.20
*
```

## Properties
SMILES: NC[C@@H]1CCCN1
Energy above the lowest of the compared OMol25 structures with the same formula, charge and spin: 1.031 eV
LUMO energy: 1.1 eV
E_HOMO: -8.8 eV
Kohn-Sham gap: 9.94 eV


3.
ORCA calculation (ωB97M-V/def2-TZVPD) on a cluster of 6 separate species, H12O6 in total in a non-equilibrium geometry.

```
! RIJCOSX wB97M-V def2-TZVPD def2/J DEFGRID3
* xyz 0 1
O 2.49 -0.89 2.22
H 1.98 -1.66 2.25
H 3.02 -0.82 3.03
O -1.87 1.36 0.94
H -1.26 0.85 0.41
H -1.27 1.87 1.51
O 0.43 -0.25 -0.21
H 0.17 -0.20 -1.12
H 1.29 0.14 -0.25
O -2.81 -2.09 -1.41
H -3.41 -1.58 -0.85
H -2.38 -1.38 -1.90
O -1.26 -0.13 -2.47
H -1.08 -0.03 -3.39
H -1.32 0.77 -2.17
O 2.60 1.50 0.85
H 2.80 0.65 1.21
H 1.88 1.89 1.34
*
```

## Properties
SMILES: O.O.O.O.O.O
Energy above the lowest of the compared OMol25 structures with the same formula, charge and spin: 1.285 eV
LUMO energy: 0.3 eV
E_HOMO: -10.7 eV
Kohn-Sham gap: 10.92 eV


4.
ORCA calculation (ωB97M-V/def2-TZVPD) on the molecule C3H6N2O.

```
! RIJCOSX wB97M-V def2-TZVPD def2/J DEFGRID3
* xyz 0 1
N 1.76 0.24 -0.51
C 0.97 0.64 0.51
O 1.41 1.23 1.48
C -0.51 0.36 0.41
C -1.18 -0.43 -0.65
N -0.91 -1.03 0.65
H 2.76 0.28 -0.37
H 1.41 -0.35 -1.25
H -1.09 1.15 0.89
H -0.64 -0.86 -1.49
H -2.21 -0.15 -0.89
H -1.76 -1.08 1.21
*
```

## Properties
SMILES: NC(=O)[C@H]1CN1
Energy above the lowest of the compared OMol25 structures with the same formula, charge and spin: 1.395 eV
LUMO energy: 0.9 eV
E_HOMO: -9.6 eV
Kohn-Sham gap: 10.55 eV


5.
ORCA calculation (ωB97M-V/def2-TZVPD) on a structure of composition C10H19Cl2NORe in a non-equilibrium geometry.

```
! RIJCOSX wB97M-V def2-TZVPD def2/J DEFGRID3
* xyz 0 4
Re -0.04 1.47 0.59
Cl 0.26 3.41 -0.48
Cl -0.05 2.21 2.81
C 1.78 0.75 0.01
H 2.48 0.18 -0.61
H 2.48 1.17 0.78
C -0.99 0.76 -1.11
C 0.42 0.05 -1.28
H -1.78 0.07 -0.80
C 1.09 0.28 -2.65
H 0.39 -1.04 -1.04
C 0.82 1.66 -3.25
H 2.18 0.14 -2.57
H 0.72 -0.48 -3.36
C -0.67 1.91 -3.48
H 1.23 2.44 -2.60
H 1.34 1.74 -4.21
C -1.57 1.63 -2.27
H -0.82 2.94 -3.82
H -1.00 1.29 -4.32
H -1.97 2.59 -1.89
H -2.48 1.13 -2.66
C -1.51 -2.71 2.71
N -0.25 -2.08 3.09
C 0.49 -2.61 4.22
C 0.20 -1.00 2.45
O -0.48 -0.44 1.52
H -1.67 -3.54 3.39
H -1.46 -3.08 1.68
H -2.34 -2.00 2.80
H 1.49 -2.95 3.92
H 0.61 -1.86 5.01
H -0.06 -3.46 4.63
H 1.17 -0.59 2.78
*
```

## Properties
LUMO energy (alpha / beta): 0.3 / -0.6 eV
E_HOMO (alpha / beta): -6.4 / -7.1 eV
Kohn-Sham gap (alpha / beta): 6.71 / 6.45 eV


6.
ORCA calculation (ωB97M-V/def2-TZVPD) on a cluster of 2 separate species, C4H10O2 in total.

```
! RIJCOSX wB97M-V def2-TZVPD def2/J DEFGRID3
* xyz 0 1
C -2.08 0.22 0.38
C -0.76 -0.46 0.13
O -0.41 -1.42 0.80
C 0.10 0.06 -1.02
C 1.61 -0.07 -0.79
O 2.02 -1.35 -0.40
H -2.61 -0.29 1.19
H -1.90 1.27 0.67
H -2.69 0.23 -0.52
H -0.16 1.11 -1.23
H -0.19 -0.52 -1.90
H 1.93 0.70 -0.06
H 2.13 0.15 -1.73
H 1.38 -1.67 0.25
H 0.66 1.36 2.16
H 0.97 0.68 2.08
*
```

## Properties
SMILES: CC(=O)CCO.[H][H]
Energy above the lowest of the compared OMol25 structures with the same formula, charge and spin: 1.478 eV
LUMO energy: 0.9 eV
E_HOMO: -10.0 eV
Kohn-Sham gap: 10.84 eV


7.
ORCA calculation (ωB97M-V/def2-TZVPD) on a cluster of 2 separate species, C8H15ClN2S in total in a non-equilibrium geometry.

```
! RIJCOSX wB97M-V def2-TZVPD def2/J DEFGRID3
* xyz 0 1
H -2.90 4.38 -0.87
N -3.08 3.77 -1.76
C -2.07 2.92 -1.72
N -1.91 1.96 -2.65
C -1.25 2.87 -0.51
C 0.25 3.12 -0.58
S -0.16 1.45 0.22
H -2.67 1.75 -3.43
H -1.21 1.31 -2.20
H -1.92 3.33 0.33
H 0.63 3.89 0.01
H 0.79 3.24 -1.57
Cl 3.02 -1.73 1.40
C 1.40 -2.06 0.70
C 1.26 -3.60 0.49
C -0.25 -3.65 0.05
C -0.90 -2.45 0.86
C 0.25 -1.63 1.54
H 1.41 -1.64 -0.27
H 1.54 -4.16 1.39
H 1.95 -3.96 -0.23
H -0.38 -3.62 -1.02
H -0.70 -4.69 0.32
H -1.52 -2.80 1.74
H -1.49 -1.74 0.25
H 0.08 -0.51 1.50
H 0.37 -1.82 2.61
*
```

## Properties
SMILES: [H]/N=C(/N)[C@@H]1CS1.ClC1CCCC1
LUMO energy: 0.5 eV
E_HOMO: -9.2 eV
Kohn-Sham gap: 9.65 eV


8.
ORCA calculation (ωB97M-V/def2-TZVPD) on a cluster of 11 separate species, C5H33NO10S in total in a non-equilibrium geometry.

```
! RIJCOSX wB97M-V def2-TZVPD def2/J DEFGRID3
* xyz 0 1
C -2.35 -0.12 0.92
N -1.33 0.89 0.50
C -1.07 0.79 -0.92
C 0.18 1.64 -1.31
C 1.47 0.86 -1.03
C 2.08 0.32 -2.32
S 3.47 1.22 -3.11
H -1.96 -1.12 0.72
H -2.28 -0.07 2.02
H -3.31 0.23 0.56
H -0.54 0.83 1.13
H -0.89 -0.22 -1.30
H -1.89 1.26 -1.46
H 0.18 2.58 -0.75
H 0.06 1.94 -2.35
H 2.16 1.50 -0.47
H 1.39 0.02 -0.35
H 1.40 0.12 -3.14
H 2.50 -0.67 -2.14
H 4.19 1.29 -1.97
O -0.98 -0.77 -4.12
H -1.04 0.18 -4.03
H -0.08 -1.08 -4.15
O -0.42 2.94 3.23
H -1.15 2.84 2.58
H -0.41 2.07 3.65
O 1.04 -3.09 0.21
H 1.07 -3.68 0.99
H 0.34 -3.57 -0.29
O -1.19 -0.11 3.82
H -0.38 -0.36 3.33
H -1.53 -0.84 4.38
O -1.97 3.71 1.11
H -1.78 2.79 0.82
H -1.31 4.22 0.65
O -0.97 -4.40 -0.89
H -1.24 -5.28 -1.15
H -1.28 -3.90 -1.67
O 0.83 -1.42 2.42
H 1.76 -1.16 2.42
H 0.55 -1.47 1.49
O 1.14 4.12 1.40
H 0.86 4.72 2.09
H 0.96 3.24 1.74
O 3.42 -1.77 1.72
H 4.32 -2.01 1.97
H 3.16 -2.32 0.98
O -2.24 -2.59 -2.44
H -3.09 -2.17 -2.32
H -1.84 -2.08 -3.18
*
```

## Properties
SMILES: CNCCCCS.O.O.O.O.O.O.O.O.O.O
Energy above the lowest of the compared OMol25 structures with the same formula, charge and spin: 0.000 eV
LUMO energy: 0.1 eV
E_HOMO: -9.1 eV
Kohn-Sham gap: 9.20 eV


no.,total energy (eV)
1,-28389.982
2,-8359.105
3,-12479.829
4,-8235.304
5,-41387.051
6,-8404.069
7,-34875.083
8,-38521.096